No. 1
Below is a structure of composition C28H18Cl40N at a distorted geometry, with properties calculated with ωB97M-V with the def2-TZVPD basis set.

Results
Strongest force on any atom: 1.9 eV Å⁻¹
Molecular weight: 1786.579 g/mol
Net charge: +1
E: -531705.64109 eV
HOMO-LUMO gap: 7.12 eV

The geometry in XYZ format:
```
87
Properties=species:S:1:pos:R:3:lowdin_charge:R:1
C -0.181 -0.218 -1.460 -0.0948
C 0.298 0.912 -0.815 -0.1191
C 1.482 0.801 -0.085 -0.2172
C 2.181 -0.413 -0.030 -0.3029
C 3.491 -0.462 0.746 -0.1430
C 4.777 -0.292 -0.130 -0.1586
C 4.719 0.803 -1.239 -0.1562
C 5.030 0.246 -2.645 -0.2583
C 4.375 -0.977 -3.000 0.0182
C 4.543 -1.600 -4.202 0.0127
C 5.454 -1.026 -5.120 -0.1206
C 5.690 -1.691 -6.378 0.0377
C 6.610 -1.134 -7.205 -0.0379
N 7.244 0.017 -6.844 0.0953
C 7.036 0.674 -5.720 0.0245
C 6.124 0.179 -4.769 -0.1167
C 5.905 0.865 -3.539 -0.1293
C 1.655 -1.523 -0.686 -0.0645
C 0.469 -1.445 -1.425 -0.0665
H -1.113 -0.130 -2.029 0.1108
H -0.186 1.890 -0.847 0.1049
H 1.913 1.666 0.428 0.1023
H 3.471 0.337 1.506 0.1131
H 3.592 -1.435 1.258 0.1218
H 5.606 -0.055 0.557 0.1140
H 5.022 -1.290 -0.533 0.1072
H 3.804 1.404 -1.254 0.0644
H 5.543 1.509 -1.021 0.1068
H 3.706 -1.423 -2.262 0.1062
H 4.031 -2.529 -4.462 0.1322
H 5.164 -2.616 -6.611 0.1356
H 6.839 -1.626 -8.152 0.1446
H 7.933 0.393 -7.494 0.0884
H 7.603 1.590 -5.542 0.1391
H 6.422 1.809 -3.319 -0.0540
H 2.168 -2.493 -0.650 0.1204
H 0.055 -2.294 -1.970 0.1093
C -0.185 -0.069 3.973 -2.0046
Cl 0.373 0.327 2.335 0.6549
Cl 0.253 1.241 5.080 0.5300
Cl -1.940 -0.276 3.967 0.4963
Cl 0.582 -1.573 4.506 0.5224
C -4.659 -2.628 5.833 -2.0311
Cl -4.826 -1.422 4.544 0.4731
Cl -3.033 -3.325 5.777 0.5166
Cl -4.914 -1.856 7.401 0.5208
Cl -5.856 -3.906 5.602 0.5255
C -9.113 -1.213 6.361 -2.0319
Cl -8.807 -1.824 7.992 0.5224
Cl -9.258 -2.572 5.238 0.5018
Cl -10.617 -0.284 6.352 0.5125
Cl -7.772 -0.171 5.859 0.5048
C -13.865 -2.392 5.731 -2.0305
Cl -13.217 -1.936 4.149 0.5214
Cl -15.426 -3.194 5.521 0.4853
Cl -12.740 -3.498 6.533 0.5060
Cl -14.073 -0.941 6.723 0.5040
C 2.422 3.544 -3.566 -1.9786
Cl 1.987 3.984 -1.910 0.5635
Cl 3.844 2.469 -3.538 0.6907
Cl 1.073 2.706 -4.338 0.5488
Cl 2.811 5.010 -4.477 0.5424
C 11.323 1.368 -7.244 -2.0325
Cl 10.008 1.499 -8.437 0.5376
Cl 12.402 0.054 -7.706 0.5578
Cl 12.215 2.885 -7.193 0.5605
Cl 10.630 1.032 -5.645 0.5279
C 8.333 4.907 -2.462 -1.9877
Cl 7.351 6.298 -1.992 0.5030
Cl 9.489 4.537 -1.182 0.5611
Cl 7.271 3.500 -2.724 0.5929
Cl 9.200 5.270 -3.958 0.5366
C 9.087 10.247 -3.349 -2.0337
Cl 10.527 10.691 -2.425 0.5296
Cl 9.504 10.108 -5.063 0.5204
Cl 8.468 8.688 -2.766 0.4489
Cl 7.845 11.487 -3.141 0.5305
C -17.479 -6.792 4.321 -2.0430
Cl -18.706 -5.692 4.963 0.5232
Cl -17.451 -6.682 2.556 0.5273
Cl -15.894 -6.338 4.964 0.4780
Cl -17.860 -8.450 4.803 0.5286
C -15.557 -4.649 9.796 -2.0418
Cl -15.256 -2.906 9.734 0.5135
Cl -17.030 -4.962 10.723 0.5286
Cl -15.751 -5.267 8.152 0.4730
Cl -14.187 -5.456 10.573 0.5234
```

=====

No. 2
Below is a structure of composition C28H19BrCdF4N2O2PS2 at a distorted geometry, with properties calculated with ωB97M-V with the def2-TZVPD basis set.

Results
Strongest force on any atom: 3.5 eV Å⁻¹
Molecular weight: 778.888 g/mol
Net charge: +1
E: -152843.19150 eV
HOMO-LUMO gap: 6.52 eV

The geometry in XYZ format:
```
60
Properties=species:S:1:pos:R:3:lowdin_charge:R:1
Cd 0.046 0.069 0.556 1.2398
F -1.480 7.023 0.447 0.1458
C -0.799 5.891 0.303 -0.1193
C 0.592 5.925 0.229 -0.1247
F 1.242 7.085 0.301 0.1376
C 1.298 4.739 0.069 -0.1993
F 2.631 4.794 -0.040 0.0994
C 0.653 3.506 -0.001 -0.3158
P 1.652 1.966 -0.043 1.0355
C 2.702 2.155 1.441 -0.3695
C 3.939 2.797 1.433 -0.0941
C 4.654 2.926 2.611 -0.0522
C 4.149 2.423 3.798 -0.0583
C 2.918 1.784 3.814 -0.0685
C 2.199 1.647 2.640 -0.1220
C 2.683 2.127 -1.525 -0.3751
C 2.090 2.625 -2.685 -0.0851
C 2.840 2.728 -3.842 -0.0608
C 4.172 2.346 -3.843 -0.0597
C 4.751 1.827 -2.695 -0.0610
C 4.004 1.690 -1.540 -0.0986
C -0.734 3.485 0.056 -0.3160
Br -1.910 1.837 -0.465 1.2255
C -1.446 4.662 0.195 -0.2450
F -2.778 4.621 0.212 0.0828
H 4.346 3.203 0.520 0.0988
H 5.607 3.430 2.600 0.1142
H 4.709 2.531 4.713 0.1123
H 2.521 1.398 4.740 0.1112
H 1.224 1.148 2.660 0.0658
H 1.050 2.927 -2.672 0.1085
H 2.384 3.108 -4.744 0.1120
H 4.761 2.444 -4.742 0.1118
H 5.788 1.527 -2.696 0.1122
H 4.444 1.250 -0.657 0.1050
O -4.238 2.100 -2.044 0.0109
C -5.058 1.373 -1.264 -0.2880
C -6.425 1.622 -1.186 -0.0085
C -7.247 0.787 -0.453 -0.0601
C -6.723 -0.320 0.205 -0.0733
C -5.370 -0.566 0.153 -0.0142
C -4.514 0.282 -0.563 -0.1729
C -3.100 0.050 -0.537 -0.3269
O -1.420 1.204 1.111 -0.8682
N -2.633 -1.108 -0.428 -0.0680
N -1.343 -1.460 -0.271 -0.2251
C -1.196 -2.751 -0.194 -0.9379
S 0.347 -3.476 0.105 0.9080
C -0.223 -5.180 -0.265 -0.4849
C -1.658 -5.292 0.187 -0.4889
S -2.569 -3.802 -0.378 0.9866
H -4.717 2.836 -2.450 0.1272
H -6.832 2.482 -1.699 0.1194
H -8.304 0.991 -0.406 0.1113
H -7.370 -0.979 0.765 0.1069
H -4.932 -1.398 0.681 0.1086
H 0.431 -5.864 0.274 0.0874
H -0.113 -5.335 -1.340 0.0864
H -1.736 -5.330 1.275 0.0843
H -2.147 -6.162 -0.248 0.0870
```

=====

No. 3
Below is a structure of composition C28H19Cl2ErN3O2S at a distorted geometry, with properties calculated with ωB97M-V with the def2-TZVPD basis set.

Results
Expectation value of S²: 3.753
Strongest force on any atom: 5.2 eV Å⁻¹
Molecular weight: 699.712 g/mol
Net charge: +1
Spin multiplicity: 4
E: -101407.33153 eV
HOMO-LUMO gap (alpha / beta): 7.05 / 7.07 eV

The geometry in XYZ format:
```
56
Properties=species:S:1:pos:R:3:lowdin_spin:R:1
Er 0.224 -1.154 0.393 3.0271
Cl -1.417 -3.153 0.435 -0.0038
C -1.149 -3.353 -1.388 0.0001
C -2.242 -4.035 -1.948 0.0000
C -2.314 -4.378 -3.308 -0.0002
C -1.274 -3.944 -4.123 0.0000
C -0.247 -3.136 -3.606 -0.0004
Cl 0.749 -2.416 -4.863 -0.0003
C -0.104 -2.887 -2.205 -0.0003
S 1.400 -2.237 -1.578 -0.0088
H -3.083 -4.303 -1.306 0.0000
H -3.141 -4.942 -3.711 0.0000
H -1.161 -4.158 -5.158 0.0000
O -3.422 -0.102 -1.839 0.0001
C -2.573 0.608 -1.327 -0.0003
N -2.449 1.988 -1.510 -0.0002
C -1.431 2.591 -0.678 0.0001
C -0.734 1.234 -0.314 0.0001
O 0.411 1.069 0.221 -0.0049
N -1.540 0.172 -0.455 -0.0040
C -0.458 3.562 -1.308 0.0000
C -0.739 4.934 -1.274 0.0000
C 0.100 5.828 -1.858 0.0000
C 1.281 5.439 -2.469 0.0000
C 1.471 4.070 -2.638 0.0000
C 0.547 3.136 -2.139 0.0000
C -1.883 3.169 0.686 0.0000
C -3.200 3.004 1.118 0.0000
C -3.630 3.744 2.213 0.0000
C -2.713 4.580 2.911 0.0000
C -1.368 4.580 2.582 0.0000
C -0.947 3.870 1.470 0.0000
H -3.181 2.472 -2.059 0.0000
H -1.680 5.287 -0.851 0.0000
H -0.112 6.872 -1.754 0.0000
H 1.965 6.204 -2.818 0.0000
H 2.361 3.705 -3.158 0.0000
H 0.565 2.105 -2.467 0.0000
H -3.843 2.374 0.553 0.0000
H -4.653 3.722 2.606 0.0000
H -3.068 5.284 3.692 0.0000
H -0.624 5.134 3.142 0.0000
H 0.134 3.843 1.263 0.0000
N 1.670 -1.950 1.900 -0.0050
C 2.366 -2.720 2.482 0.0006
C 3.160 -3.788 2.947 0.0000
C 4.565 -3.633 3.112 0.0000
C 5.363 -4.742 3.359 0.0000
C 4.788 -5.996 3.481 0.0000
C 3.379 -6.160 3.477 0.0000
C 2.598 -5.050 3.212 0.0000
H 4.978 -2.616 3.040 0.0000
H 6.438 -4.589 3.433 0.0000
H 5.476 -6.827 3.571 0.0000
H 2.886 -7.152 3.670 0.0000
H 1.504 -5.156 3.141 0.0000
```